A cluster of 4 separate species, C45H91BBrFN3O7S in total, computed with ωB97M-V/def2-TZVPD.

Geometry (Å):
Br 0.830803 -1.366955 -3.761843
S 0.506329 -3.593924 4.819044
F -1.656641 -5.815827 -5.171914
O 4.142289 -2.901277 -1.743309
O 4.026876 -6.671507 -1.567435
O -6.384231 -4.152659 2.346190
O -1.060828 3.141494 0.882583
O 2.625173 -5.357756 -2.730538
O -2.359037 2.032332 -0.570255
O 4.788956 -1.139114 1.063598
N 0.587091 -3.164955 0.527844
N 2.941462 -2.637553 0.686384
N 1.064336 -4.262171 1.284846
C -0.048130 -3.478507 -0.768007
C 0.425810 -0.249638 -0.892374
C -2.470952 7.588799 -0.802312
C 4.346463 -7.569564 3.031730
C -2.657712 6.396432 -1.741540
C -3.527914 -4.584189 0.319804
C 1.656302 -2.036323 0.457190
C -0.055750 2.220093 -1.149495
C -1.668529 -5.811852 -3.799085
C -1.193631 14.258386 -3.337444
C 5.161640 -6.880429 5.978984
C 0.569361 12.947409 -1.107641
C 0.208379 -4.162466 -3.218817
C -0.681491 11.391956 0.483130
C -4.383645 -3.513793 1.034615
C -1.092625 -4.592283 -0.553546
C 0.951145 -3.705575 -1.939588
C 1.557335 -1.299905 -0.910327
C -0.343941 14.161887 -0.933897
C -6.589099 -6.052485 3.866575
C 1.616590 -2.258542 -2.154925
C 1.609815 -1.810411 3.018692
C 5.237209 -6.623188 2.228398
C 5.040698 -5.387960 -3.252111
C -2.042539 -4.290422 0.620311
C -0.114339 11.594814 -0.918971
C 3.868709 -5.857078 -2.433876
C 0.882445 1.180389 -0.484991
C 3.902478 -1.913598 0.875497
C -4.084358 4.983532 -0.169337
C 3.814120 -1.741945 -3.918677
C 0.308171 -2.046928 3.830654
C -1.262817 2.427670 -0.288956
C -3.695612 9.306943 -2.232700
C -3.577500 8.640449 -0.865017
C 4.441491 -5.619445 1.404420
C -0.221667 -5.659194 -3.301684
C 1.377186 -1.117465 1.658834
C -5.894662 -3.803935 1.072224
C -3.959204 5.619277 -1.550704
C 1.944472 -4.810077 -1.600812
C -1.561081 14.192153 -1.857958
C 4.202958 -6.060368 5.122068
C -5.683217 -5.228374 2.958163
C 3.458037 -6.891364 4.078168
B 3.199104 -2.335545 -2.577585
H -6.437203 -7.112555 3.697681
H 5.859740 -7.217443 1.555861
H -3.258361 4.300760 0.015354
H -4.819670 -4.816575 3.483978
H 2.876790 -7.664778 4.588966
H 2.233193 -1.154334 3.621279
H 1.913882 1.346067 -0.778838
H -3.805111 -5.595877 0.595190
H 1.929467 -0.188567 1.588258
H 2.140870 -2.751133 2.955254
H 3.449572 -2.261524 -4.802043
H -2.164441 15.068114 -1.607298
H -4.539497 8.199844 -0.589756
H 3.464945 -5.588785 5.779998
H -4.002860 4.828317 -2.304882
H -0.594038 15.145652 -3.550481
H 3.836433 -4.968354 2.039048
H -0.137027 -2.730527 1.102097
H -5.013760 4.416927 -0.093684
H -2.598617 6.737857 -2.778947
H 1.394971 13.031637 -0.393815
H -7.622988 -5.782540 3.679144
H -0.566748 -2.216126 3.206701
H -0.627456 -5.564765 -0.433367
H 4.977906 -8.316963 3.518075
H 0.106254 11.471295 1.235108
H -4.234148 -2.592524 0.469165
H -0.910060 11.464497 -1.658196
H -1.144709 2.514401 1.608063
H -6.194343 -4.513990 0.293800
H 3.779054 -6.130529 0.705338
H -3.367369 9.410302 -0.118096
H -0.160291 -6.225364 -2.377621
H 4.728476 -4.837564 -4.135846
H 0.176935 -1.245335 4.545079
H -0.684126 -2.672810 -1.130050
H -3.957169 -3.326723 2.018316
H 0.369645 -6.200146 -4.032281
H -3.694093 -4.431626 -0.746004
H 2.687880 -4.550654 -0.847005
H 5.588223 -4.683714 -2.634654
H -2.757811 9.793134 -2.511313
H -6.393146 -2.867183 0.836334
H -2.093169 14.306678 -3.952942
H -5.300890 -5.883976 2.169312
H 1.028460 12.976054 -2.099824
H 0.331676 -0.797323 1.679397
H -0.628210 13.380790 -3.655000
H -0.070088 -0.084937 -1.841315
H 0.732496 1.317016 0.581422
H -3.952917 8.589584 -3.013539
H 3.705057 -8.125098 2.340290
H 4.899008 -1.870903 -3.933482
H 4.886579 -2.292054 -1.689503
H 1.381426 -5.624125 -1.134369
H 0.248003 15.067615 -1.097273
H -0.700265 -3.591533 -3.372586
H -6.354858 -5.855801 4.909464
H -2.319806 -5.036420 -3.399746
H 4.750417 -5.243637 4.639093
H 5.111161 -4.979986 0.823707
H -4.092327 5.735489 0.621536
H 5.699673 -6.209559 -3.497709
H -0.689091 14.214047 0.102646
H -1.453931 12.126373 0.715456
H 0.881222 -4.057693 -4.057560
H 0.679097 -4.307432 2.222324
H 4.628134 -7.673061 6.506094
H -1.513755 8.067977 -1.034299
H -0.332990 1.942537 -2.160421
H 1.023180 -5.157276 0.823366
H 5.924358 -6.089875 2.891290
H -4.476552 10.068609 -2.220361
H -2.018124 -3.212316 0.838888
H 2.478338 -0.710816 -0.944552
H -0.391260 -0.582136 -0.248686
H -1.755174 -4.799874 1.538231
H 0.518634 3.141999 -1.225011
H -2.383957 7.231456 0.228087
H -4.820270 6.266195 -1.737542
H 1.843301 -3.772811 4.814528
H 5.947953 -7.337520 5.377641
H 2.724510 -6.249707 3.573621
H -1.701398 -4.565609 -1.446556
H 3.663695 -0.666841 -4.002577
H -2.012341 -6.794490 -3.482499
H -1.131233 10.400667 0.568602
H -1.811591 5.712971 -1.602446
H 5.644484 -6.247449 6.724025
H 0.618274 10.807062 -1.116807
H -2.196217 13.319870 -1.678601

Atoms 1-3, force components in eV/Å:
-0.21 0.21 0.48
-0.48 -0.32 0.01
-0.35 0.46 -0.43

Output
F_max = 3.04 eV Å⁻¹
Electronic energy = -5556.80986 a.u.
Total charge = +1
HOMO = -11.8 eV

Löwdin atomic charge list, values in e, 99 entries: atom 1 (Br): 0.9654, atom 2 (S): 0.7323, atom 3 (F): -0.0263, atom 4 (O): 0.1056, atom 5 (O): 0.1324, atom 6 (O): -0.1428, atom 7 (O): 0.0718, atom 8 (O): 0.0114, atom 9 (O): 0.1339, atom 10 (O): 0.2018, atom 11 (N): 0.0077, atom 12 (N): 0.1819, atom 13 (N): 0.1655, atom 14 (C): -0.1713, atom 15 (C): -0.1875, atom 16 (C): -0.2304, atom 17 (C): -0.2178, atom 18 (C): -0.2267, atom 19 (C): -0.1790, atom 20 (C): -0.2997, atom 21 (C): -0.0871, atom 22 (C): -0.2137, atom 23 (C): -0.1119, atom 24 (C): -0.1023, atom 25 (C): -0.2286, atom 26 (C): -0.1758, atom 27 (C): -0.1041, atom 28 (C): -0.1780, atom 29 (C): -0.1144, atom 30 (C): -0.3076, atom 31 (C): -0.1972, atom 32 (C): -0.2285, atom 33 (C): -0.0522, atom 34 (C): -0.4329, atom 35 (C): -0.2424, atom 36 (C): -0.2489, atom 37 (C): 0.0399, atom 38 (C): -0.1765, atom 39 (C): -0.2704, atom 40 (C): -0.4851, atom 41 (C): -0.1408, atom 42 (C): -0.2581, atom 43 (C): -0.1002, atom 44 (C): -0.0532, atom 45 (C): -0.5029, atom 46 (C): -0.5066, atom 47 (C): -0.1034, atom 48 (C): -0.2648, atom 49 (C): -0.1219, atom 50 (C): -0.1439, atom 51 (C): -0.1014, atom 52 (C): -0.2132, atom 53 (C): -0.2599, atom 54 (C): -0.1419, atom 55 (C): -0.2691, atom 56 (C): -0.2790, atom 57 (C): -0.2708, atom 58 (C): -0.2301, atom 59 (B): -0.5407, atom 60 (H): 0.0712, atom 61 (H): 0.1109, atom 62 (H): 0.0371, atom 63 (H): 0.1115, atom 64 (H): 0.1130, atom 65 (H): 0.1251, atom 66 (H): 0.1244, atom 67 (H): 0.1079, atom 68 (H): 0.1277, atom 69 (H): 0.0587, atom 70 (H): 0.0677, atom 71 (H): 0.1047, atom 72 (H): 0.0999, atom 73 (H): 0.0927, atom 74 (H): 0.1039, atom 75 (H): 0.0752, atom 76 (H): 0.0437, atom 77 (H): 0.1387, atom 78 (H): 0.0754, atom 79 (H): 0.1019, atom 80 (H): 0.1092, atom 81 (H): 0.0812, atom 82 (H): 0.0519, atom 83 (H): 0.1134, atom 84 (H): 0.1053, atom 85 (H): 0.0760, atom 86 (H): 0.1136, atom 87 (H): 0.0858, atom 88 (H): 0.1137, atom 89 (H): 0.1298, atom 90 (H): 0.0512, atom 91 (H): 0.0943, atom 92 (H): 0.0959, atom 93 (H): 0.0885, atom 94 (H): 0.0692, atom 95 (H): 0.1671, atom 96 (H): 0.1077, atom 97 (H): 0.1235, atom 98 (H): 0.1106, atom 99 (H): 0.1078

***

A structure of composition C31H25ClCoN4PS, computed with ωB97M-V/def2-TZVPD.

Geometry (Å):
Co 0.120243 -1.224063 0.282015
Cl -1.772832 -2.722706 0.340604
S 0.831618 -2.268432 2.272211
P -1.540002 0.425896 0.537753
N 3.130825 -1.566675 3.393617
N 2.942768 -1.002950 1.200307
N 2.128702 -0.926232 0.141300
N 0.339272 -1.077428 -1.760900
C 2.411373 -1.539920 2.262218
C 0.939439 -0.417378 -4.380937
C -4.342826 -2.426089 -0.382826
C 6.743818 -1.415890 -2.012385
C -2.372785 -0.057903 3.227168
C -0.627581 -0.936224 -2.666245
C 2.614631 -0.973666 -1.060594
C -2.228958 3.092423 1.134501
C 1.946359 -0.545858 -3.441815
C -0.376499 -0.613185 -3.985324
C -1.885272 2.172984 0.146567
C -1.840718 2.577099 -1.187679
C -0.980206 0.565865 5.089659
C -2.510967 4.791336 -0.546290
C 5.003624 -0.295684 -0.789232
C -2.142294 -0.004615 4.595626
C 5.802049 -2.257830 -2.584584
C -5.482418 -1.687095 -0.655946
C 4.049826 -1.128358 -1.374801
C 1.616601 -0.876619 -2.130752
C -3.135388 -0.380589 0.134052
C 4.459819 -2.110300 -2.276710
C -3.189487 -1.769015 0.005935
C -0.243176 1.012798 2.855188
C -4.296114 0.339383 -0.145038
C -5.459914 -0.306324 -0.531935
C -0.030701 1.086571 4.218474
C -2.541652 4.397302 0.783386
C 6.341759 -0.434328 -1.117144
C -1.418408 0.444856 2.354177
C -2.158280 3.880212 -1.532254
H 7.073982 0.225267 -0.670579
H -2.808351 5.111596 1.551260
H -6.385017 -2.194671 -0.967538
H -1.196029 -0.513069 -4.682450
H 6.112220 -3.031036 -3.274965
H 4.100214 -1.297555 3.351689
H -2.126168 4.194380 -2.567372
H 0.876161 1.535025 4.602670
H -3.290407 -0.486913 2.841774
H 2.820034 -2.134058 4.160816
H 1.174704 -0.164034 -5.405636
H -4.345904 -3.504557 -0.472769
H -2.757327 5.810068 -0.814761
H 7.790831 -1.524581 -2.262447
H -6.350631 0.270842 -0.740366
H -4.284490 1.416905 -0.052906
H -2.257027 2.791728 2.172863
H -1.558640 1.867009 -1.958101
H -2.874890 -0.408413 5.282317
H 3.727393 -2.776610 -2.717315
H 4.690921 0.463378 -0.088317
H 0.496200 1.403275 2.162214
H -1.643352 -1.098810 -2.323160
H 2.983377 -0.384167 -3.696466
H -0.814058 0.607630 6.158157

Atoms 1-3, force components in eV/Å:
1.70 -0.99 -0.26
0.22 -0.14 0.01
-0.61 0.40 -0.41

Output
F_max = 1.98 eV Å⁻¹
Electronic energy = -3997.68214 a.u.
Total charge = +1
HOMO (alpha / beta) = -10.6 / -10.7 eV
Multiplicity = 2

Charge distribution, Löwdin scheme, values in e: atom 1 (Co): 0.1022, atom 2 (Cl): 0.8075, atom 3 (S): 0.6767, atom 4 (P): 1.0572, atom 5 (N): 0.1055, atom 6 (N): 0.0071, atom 7 (N): -0.0386, atom 8 (N): 0.0306, atom 9 (C): -0.8201, atom 10 (C): -0.0195, atom 11 (C): -0.0885, atom 12 (C): -0.0686, atom 13 (C): -0.0735, atom 14 (C): -0.1153, atom 15 (C): -0.1471, atom 16 (C): -0.0723, atom 17 (C): 0.0206, atom 18 (C): -0.0309, atom 19 (C): -0.3630, atom 20 (C): -0.0962, atom 21 (C): -0.0667, atom 22 (C): -0.0661, atom 23 (C): -0.0279, atom 24 (C): -0.0641, atom 25 (C): -0.0671, atom 26 (C): -0.0537, atom 27 (C): -0.1847, atom 28 (C): -0.1837, atom 29 (C): -0.3627, atom 30 (C): -0.0397, atom 31 (C): -0.6113, atom 32 (C): -0.1418, atom 33 (C): -0.0553, atom 34 (C): -0.0519, atom 35 (C): -0.0695, atom 36 (C): -0.0599, atom 37 (C): -0.0633, atom 38 (C): -0.4172, atom 39 (C): -0.0701, atom 40 (H): 0.1092, atom 41 (H): 0.1122, atom 42 (H): 0.1169, atom 43 (H): 0.1169, atom 44 (H): 0.1096, atom 45 (H): 0.1123, atom 46 (H): 0.1094, atom 47 (H): 0.1117, atom 48 (H): 0.1089, atom 49 (H): 0.0927, atom 50 (H): 0.1218, atom 51 (H): 0.1149, atom 52 (H): 0.1109, atom 53 (H): 0.1095, atom 54 (H): 0.1152, atom 55 (H): 0.1106, atom 56 (H): 0.1068, atom 57 (H): 0.0961, atom 58 (H): 0.1105, atom 59 (H): 0.1224, atom 60 (H): 0.1101, atom 61 (H): 0.1113, atom 62 (H): 0.1077, atom 63 (H): 0.1258, atom 64 (H): 0.1096

***

A structure of composition C34H28AuBrN2O3Se2, computed with ωB97M-V/def2-TZVPD.

Geometry (Å):
Au 0.352944 1.118919 -0.222369
Br 6.189743 4.141880 -4.709793
Se 1.670420 4.356320 0.558667
Se -0.527368 4.598493 1.177595
O 2.424894 2.111769 -1.413098
O 0.934674 1.002419 -2.634614
O -1.928716 0.810245 1.432638
N 1.430398 1.916653 1.914634
N -1.058840 2.793814 -0.985145
C 3.909424 2.785031 -3.676223
C -1.754907 -5.083819 -0.138566
C -1.098020 -4.055996 4.957530
C 2.193835 2.993139 1.822082
C -1.458591 3.907135 -0.375539
C 4.627211 3.064047 -4.824727
C 2.803550 1.122860 3.691617
C -0.659037 -4.826381 2.723371
C 4.241290 2.568606 -6.058837
C 2.371127 1.486387 -4.992982
C 0.043704 -4.121751 -1.418170
C 0.383488 -0.799763 0.242677
C 1.724077 1.002178 2.833522
C -1.705520 2.397364 -2.088506
C -3.074601 1.519973 1.883358
C -2.537770 4.656262 -0.830357
C 3.615939 2.241038 3.574970
C -0.838802 -2.469370 3.172262
C -0.704991 -4.164777 -0.237988
C 3.305993 3.201843 2.627673
C 1.987125 1.677587 -2.507333
C -0.891054 -5.095233 4.061100
C -3.195453 4.250187 -1.977352
C -1.245551 -5.933418 -2.327995
C 2.774491 1.986945 -3.762254
C -0.420187 -3.201403 0.834891
C 3.104424 1.774709 -6.134615
C -2.024446 -5.955980 -1.178787
C -1.057341 -2.740533 4.508865
C -0.653052 -3.508399 2.252732
C -2.766669 3.103179 -2.624711
C -0.215955 -5.008009 -2.446594
C -3.832071 0.773566 2.968306
C 0.015071 -1.975770 0.495901
H -2.184000 -0.080467 1.165216
H -1.271095 -4.267596 6.004447
H -4.017803 4.834357 -2.370095
H -4.288247 -0.134898 2.567160
H -1.202042 -1.927732 5.208606
H -1.444999 -6.628036 -3.133332
H -4.620420 1.401973 3.385700
H 0.839339 -3.392575 -1.503958
H -1.324111 1.494321 -2.546267
H 4.820020 2.794731 -6.943897
H 4.471235 2.372286 4.225075
H -3.149402 0.489652 3.770916
H -2.849782 -6.650909 -1.096258
H 3.901674 4.097238 2.515047
H -0.833966 -1.447287 2.809743
H -3.239702 2.758362 -3.533224
H 1.067178 0.138623 2.851776
H -2.695093 2.465457 2.271726
H -2.387346 -5.081827 0.739389
H 3.004351 0.360560 4.432092
H -0.904613 -6.118749 4.412132
H 2.799855 1.383153 -7.097213
H 1.481017 0.873931 -5.034234
H -0.444794 -5.636786 2.039911
H 4.209424 3.168397 -2.711370
H -2.834592 5.546764 -0.293366
H 0.384687 -4.978471 -3.345803
H -3.741652 1.743585 1.042243

Atoms 1-3, force components in eV/Å:
0.34 -0.72 -0.21
0.00 0.01 0.00
0.17 0.11 -0.02

Output
F_max = 0.84 eV Å⁻¹
Electronic energy = -9160.10306 a.u.
HOMO = -7.0 eV

Charge distribution, Löwdin scheme, values in e: atom 1 (Au): 0.8607, atom 2 (Br): 0.7028, atom 3 (Se): 0.6892, atom 4 (Se): 0.6501, atom 5 (O): -0.1336, atom 6 (O): -0.1178, atom 7 (O): -0.1547, atom 8 (N): -0.0259, atom 9 (N): -0.0289, atom 10 (C): -0.0707, atom 11 (C): -0.0342, atom 12 (C): -0.0692, atom 13 (C): -0.6545, atom 14 (C): -0.6449, atom 15 (C): -0.6814, atom 16 (C): -0.0563, atom 17 (C): -0.0269, atom 18 (C): -0.1428, atom 19 (C): -0.0273, atom 20 (C): -0.0052, atom 21 (C): -0.0364, atom 22 (C): -0.1322, atom 23 (C): -0.1134, atom 24 (C): -0.3210, atom 25 (C): -0.1172, atom 26 (C): -0.0649, atom 27 (C): -0.0130, atom 28 (C): -0.1746, atom 29 (C): -0.0993, atom 30 (C): -0.6503, atom 31 (C): -0.0677, atom 32 (C): -0.0626, atom 33 (C): -0.0704, atom 34 (C): -0.1278, atom 35 (C): -0.1030, atom 36 (C): -0.0808, atom 37 (C): -0.0706, atom 38 (C): -0.0632, atom 39 (C): -0.1641, atom 40 (C): -0.0488, atom 41 (C): -0.0617, atom 42 (C): -0.0850, atom 43 (C): -0.1008, atom 44 (H): 0.0648, atom 45 (H): 0.1065, atom 46 (H): 0.1100, atom 47 (H): 0.0734, atom 48 (H): 0.1075, atom 49 (H): 0.1061, atom 50 (H): 0.0737, atom 51 (H): 0.1217, atom 52 (H): 0.0972, atom 53 (H): 0.0943, atom 54 (H): 0.1084, atom 55 (H): 0.0709, atom 56 (H): 0.1062, atom 57 (H): 0.0992, atom 58 (H): 0.0938, atom 59 (H): 0.1067, atom 60 (H): 0.0895, atom 61 (H): 0.0934, atom 62 (H): 0.1168, atom 63 (H): 0.1023, atom 64 (H): 0.1074, atom 65 (H): 0.1002, atom 66 (H): 0.1093, atom 67 (H): 0.1170, atom 68 (H): 0.1072, atom 69 (H): 0.0953, atom 70 (H): 0.1094, atom 71 (H): 0.1116